47
Properties=species:S:1:pos:R:3:forces:R:3 method="wB97M-V/def2-TZVPD" homo_lumo_gap_ev=2.5 multiplicity=1 max_force_ev_per_a=3.44
O 0.8475 -0.4451 0.8294 -0.6293 0.6076 -0.4219
B 0.1853 -0.1481 -0.3394 0.0886 -0.4338 0.4285
O 0.1676 -1.0318 -1.3553 -0.5392 -0.0316 0.7585
C -0.5878 1.2892 -0.3784 1.0661 -0.7347 -0.4386
C 0.2384 2.4006 -0.3378 0.5053 0.7856 0.1435
C 1.7806 2.3044 -0.3166 -0.0750 1.1892 0.1135
O 2.2712 2.0985 -1.6168 -0.0411 -0.4946 0.6917
C 3.0146 0.9112 -1.7497 0.3151 -0.8300 -0.6033
C 2.6613 0.0899 -2.8028 -0.8764 0.2554 -0.8798
C 3.3110 -1.1092 -3.0591 0.2672 0.2105 0.2050
C 4.3692 -1.4811 -2.2309 -0.6764 0.0167 -0.5808
C 4.7123 -0.6622 -1.1582 0.4600 -1.4445 0.9337
C 4.0544 0.5304 -0.9121 -0.6157 0.7142 0.3031
C -0.2999 3.7074 -0.3287 -0.3973 -1.4378 0.0283
C -1.6787 3.7869 -0.3462 0.4726 1.5063 0.0650
Br -2.4834 5.5197 -0.2864 0.1330 -0.7702 -0.0320
C -2.4616 2.6538 -0.3917 -0.7586 1.2675 -0.0910
F -3.7557 2.8807 -0.3778 0.1399 -0.8298 -0.0021
N -1.9503 1.4177 -0.4312 0.1264 0.8815 -0.4199
C -2.7965 0.2158 -0.5093 -2.0246 -2.7713 0.2710
F -2.4760 -0.5358 -1.5757 0.8105 0.6637 0.2378
F -4.1066 0.5084 -0.7433 0.5732 1.0174 0.1036
C -2.7943 -0.6038 0.7842 0.6831 0.8323 -0.6120
C -3.1615 0.0783 1.9324 -0.1055 0.5271 0.3647
C -3.2290 -0.5652 3.1594 0.0536 -0.0983 -0.6469
C -2.9058 -1.9155 3.1757 -0.2932 0.1409 0.8259
C -2.5306 -2.5829 2.0225 0.3447 -0.7666 -0.1096
C -2.2120 -4.0724 2.1823 -0.8218 1.1564 0.8943
F -3.3615 -4.7031 2.5295 0.3991 -0.2669 -0.4750
F -1.6975 -4.6248 1.0903 -0.0124 -0.1161 0.2545
F -1.3847 -4.2267 3.2369 0.1890 -0.3191 -0.5981
C -2.4627 -1.9468 0.7939 -0.0573 -0.0789 0.1039
H 0.7821 0.3060 1.4329 0.1851 -0.4079 0.2996
H 0.4673 -1.8786 -0.9837 0.3990 0.0596 -0.5626
H 2.1562 1.5991 0.4329 -0.0729 -0.0896 -0.4220
H 2.1386 3.3013 0.0036 -0.1715 -0.3476 0.0658
H 1.8378 0.3880 -3.4603 0.2349 0.0263 0.2820
H 2.9599 -1.7077 -3.9028 0.2888 0.0571 0.2608
H 4.9017 -2.4054 -2.4508 0.0320 0.2407 0.3220
H 5.5614 -1.0123 -0.5016 -1.3129 0.6823 -0.6944
H 4.3099 1.1735 -0.0644 0.2736 -0.3273 -0.2315
H 0.3423 4.5858 -0.2743 -0.2401 -0.2087 -0.0913
H -3.4170 1.1397 1.8849 0.0450 -0.2567 -0.0599
H -3.5437 -0.0129 4.0411 0.1220 -0.2861 -0.0928
H -2.9775 -2.4527 4.1210 0.1411 -0.0018 -0.2861
H -2.1816 -2.4835 -0.1101 -0.0450 0.1710 0.2054
Cl 7.3854 -0.2785 -0.6574 1.4174 0.3407 0.1892